No. 1
{"formula": "C35H51CaNO3PS5", "method": "ωB97M-V with the def2-TZVPD basis set", "species": ["Ca", "C", "C", "C", "C", "C", "C", "C", "C", "C", "C", "C", "C", "C", "C", "C", "C", "C", "C", "C", "C", "C", "P", "C", "C", "C", "C", "C", "C", "C", "C", "H", "H", "H", "H", "H", "H", "H", "H", "H", "H", "H", "H", "H", "H", "H", "H", "H", "H", "H", "H", "H", "H", "H", "H", "H", "H", "H", "H", "H", "H", "H", "H", "H", "H", "H", "H", "H", "H", "H", "H", "H", "H", "H", "H", "H", "S", "S", "S", "S", "N", "C", "C", "C", "C", "C", "C", "S", "O", "O", "O", "H", "H", "H", "H", "H", "H"], "coordinates": [[1.7775, 1.0315, -0.2481], [4.8574, -0.7075, -3.0395], [4.3492, -1.4180, -1.7910], [4.8355, -2.8706, -1.7639], [2.8431, -1.3797, -1.6432], [2.2495, -1.8244, -0.4588], [0.8677, -1.8628, -0.2743], [0.3325, -2.5306, 0.9900], [1.3202, -2.5267, 2.1645], [-0.0316, -3.9982, 0.7181], [0.0228, -1.3941, -1.3122], [0.6036, -1.0131, -2.5343], [1.9951, -0.9722, -2.6602], [-0.2238, -0.8044, -3.7905], [0.3062, 0.2920, -4.7155], [-0.2860, -2.1252, -4.5711], [-1.4833, -1.4945, -1.2159], [-2.0096, -2.7239, -1.6240], [-3.3655, -2.9921, -1.6192], [-4.2458, -2.0094, -1.1996], [-3.7468, -0.7779, -0.8160], [-2.3800, -0.4766, -0.8197], [-1.8227, 1.2209, -0.3159], [-2.5691, 2.3723, -1.6115], [-4.0661, 2.2768, -1.9163], [-2.2083, 3.7968, -1.1723], [-1.8410, 2.0799, -2.9232], [-2.7069, 1.5530, 1.3434], [-1.9765, 2.7381, 2.0268], [-4.1904, 1.9425, 1.3732], [-2.5735, 0.2621, 2.1743], [5.9477, -0.6845, -3.0248], [4.5067, 0.3240, -3.0843], [4.5508, -1.2293, -3.9514], [4.7537, -0.8976, -0.9174], [4.4402, -3.4260, -2.6191], [4.5277, -3.3878, -0.8539], [5.9250, -2.9015, -1.8133], [2.8974, -2.1532, 0.3426], [-0.5903, -2.0186, 1.2844], [2.1036, -3.2699, 2.0024], [0.8018, -2.8071, 3.0814], [1.8138, -1.5714, 2.3398], [0.8380, -4.5230, 0.3160], [-0.8571, -4.1082, 0.0207], [-0.3149, -4.4834, 1.6538], [2.4158, -0.6289, -3.5942], [-1.2388, -0.5550, -3.4882], [1.1749, -0.0565, -5.2787], [0.6038, 1.1920, -4.1806], [-0.4616, 0.5578, -5.4447], [0.7200, -2.4357, -4.8629], [-0.8774, -1.9942, -5.4799], [-0.7334, -2.9292, -3.9885], [-1.3201, -3.4900, -1.9546], [-3.7272, -3.9612, -1.9388], [-5.3125, -2.1931, -1.1783], [-4.4472, -0.0177, -0.5090], [-4.7081, 2.4720, -1.0630], [-4.3251, 1.3050, -2.3358], [-4.2992, 3.0267, -2.6788], [-2.7637, 4.1126, -0.2895], [-2.4566, 4.4881, -1.9823], [-1.1377, 3.8909, -0.9767], [-2.1815, 1.1379, -3.3527], [-0.7620, 2.0555, -2.7860], [-2.0670, 2.8719, -3.6431], [-2.4252, 3.6853, 1.7312], [-0.9179, 2.8370, 1.7883], [-2.0678, 2.6571, 3.1120], [-4.3753, 2.8968, 0.8837], [-4.4811, 2.0588, 2.4223], [-4.8480, 1.1888, 0.9444], [-2.5030, 0.5000, 3.2377], [-1.7019, -0.3332, 1.9118], [-3.4403, -0.3816, 2.0182], [4.2780, 1.2835, 0.7242], [4.6423, 2.4812, -0.9337], [3.0297, 3.7481, -1.1004], [1.6006, 2.8108, -2.2904], [0.7466, 0.6796, 2.0017], [1.1569, 0.8857, 3.3846], [2.0785, 1.8658, 3.7078], [2.3965, 2.0852, 5.0444], [1.8127, 1.3241, 6.0456], [0.8979, 0.3343, 5.7117], [0.5677, 0.1193, 4.3850], [2.2492, 1.5756, 7.7743], [3.3709, 0.6704, 7.9707], [1.0431, 1.1962, 8.4966], [2.5882, 2.9867, 7.8514], [0.3432, -0.2488, 1.9469], [-0.0420, 1.2931, 1.8312], [2.5559, 2.4396, 2.9225], [3.0998, 2.8584, 5.3243], [0.4390, -0.2369, 6.5083], [-0.1672, -0.6358, 4.1191]], "homo_ev": -4.995, "total_charge": -1, "de_lowest_kcal_mol": 2.16, "max_force_ha_per_bohr": 0.006}

No. 2
{"formula": "C35H51N3OPS3Sn", "method": "ωB97M-V with the def2-TZVPD basis set", "species": ["Sn", "C", "N", "C", "C", "N", "C", "C", "C", "C", "C", "C", "C", "S", "C", "C", "C", "C", "C", "C", "S", "H", "H", "H", "H", "H", "H", "H", "H", "H", "H", "H", "H", "H", "H", "H", "H", "H", "H", "S", "C", "N", "O", "P", "C", "C", "C", "C", "C", "C", "C", "C", "C", "C", "C", "C", "C", "C", "C", "C", "C", "C", "H", "H", "H", "H", "H", "H", "H", "H", "H", "H", "H", "H", "H", "H", "H", "H", "H", "H", "H", "H", "H", "H", "H", "H", "H", "H", "H", "H", "H", "H", "H", "H", "H"], "coordinates": [[-1.5877, -1.4645, 0.7716], [-0.4354, 1.1917, 2.0612], [-1.3475, 0.1787, 2.6375], [-0.7067, -0.5140, 3.7701], [-1.3104, -1.8826, 4.0276], [-1.0405, -2.8577, 2.9556], [0.4093, -3.0829, 2.7516], [-1.6551, -4.1407, 3.2655], [-1.4508, -4.7418, 4.5045], [-1.9407, -6.0078, 4.7792], [-2.6415, -6.7147, 3.8146], [-2.8462, -6.1379, 2.5745], [-2.3573, -4.8641, 2.3046], [-2.5845, -4.2606, 0.6432], [-2.5952, 0.8242, 3.0409], [-2.5879, 1.7795, 4.0536], [-3.7461, 2.4397, 4.4194], [-4.9335, 2.1491, 3.7606], [-4.9496, 1.2093, 2.7485], [-3.7842, 0.5356, 2.3801], [-3.9028, -0.6536, 1.0756], [-0.0264, 1.8535, 2.8291], [-0.9852, 1.7937, 1.3376], [0.3811, 0.6857, 1.5465], [-0.8250, 0.0667, 4.6863], [0.3619, -0.5908, 3.5658], [-2.3951, -1.7869, 4.1222], [-0.9166, -2.2302, 4.9877], [0.9195, -3.3027, 3.6946], [0.8736, -2.2144, 2.2818], [0.5363, -3.9273, 2.0769], [-0.8983, -4.2249, 5.2776], [-1.7592, -6.4448, 5.7521], [-3.0122, -7.7090, 4.0212], [-3.3797, -6.6715, 1.7994], [-1.6613, 2.0269, 4.5581], [-3.7167, 3.1797, 5.2072], [-5.8421, 2.6703, 4.0312], [-5.8702, 0.9824, 2.2276], [0.5874, -4.8347, -2.1191], [-0.4165, -4.7461, -0.9337], [-1.1000, -4.7473, 0.0545], [0.6068, -0.4823, -0.6133], [1.3744, 0.3417, -1.6220], [0.4413, 1.9305, -1.8107], [-1.0621, 1.6522, -1.9221], [-1.8596, 2.9310, -1.6218], [-1.1431, 4.1874, -2.1499], [-0.2622, 3.8345, -3.3447], [0.8886, 2.9140, -2.9077], [3.1218, 0.5836, -1.0454], [3.8818, 1.7845, -1.6314], [3.7063, 3.0814, -0.8398], [3.9929, 2.8769, 0.6439], [3.0517, 1.8096, 1.1921], [3.2754, 0.4798, 0.4760], [1.5767, -0.7428, -3.1139], [0.2722, -0.9432, -3.8994], [0.0638, 0.0717, -5.0238], [1.2710, 0.1325, -5.9584], [2.5436, 0.4501, -5.1766], [2.7663, -0.5733, -4.0670], [0.6094, 2.3807, -0.8224], [-1.3600, 0.8683, -1.2258], [-1.2984, 1.2989, -2.9269], [-2.0211, 3.0237, -0.5447], [-2.8447, 2.8412, -2.0828], [-0.5168, 4.6244, -1.3664], [-1.8754, 4.9452, -2.4290], [0.1511, 4.7388, -3.7926], [-0.8733, 3.3486, -4.1105], [1.7103, 3.5292, -2.5389], [1.2608, 2.3762, -3.7774], [3.5699, -0.3263, -1.4600], [3.5853, 1.9464, -2.6721], [4.9470, 1.5340, -1.6350], [2.6823, 3.4522, -0.9409], [4.3736, 3.8396, -1.2531], [3.8522, 3.8158, 1.1826], [5.0309, 2.5633, 0.7894], [2.0214, 2.1476, 1.0393], [3.2048, 1.6790, 2.2664], [2.5948, -0.2882, 0.8518], [4.2934, 0.1397, 0.6903], [1.7509, -1.6636, -2.5415], [-0.5760, -0.9365, -3.2084], [0.3075, -1.9405, -4.3460], [-0.1137, 1.0671, -4.6087], [-0.8296, -0.2076, -5.5859], [1.1063, 0.8892, -6.7275], [1.3937, -0.8295, -6.4653], [2.4800, 1.4565, -4.7559], [3.4078, 0.4447, -5.8436], [3.6860, -0.3426, -3.5257], [2.9210, -1.5482, -4.5419]], "homo_ev": -10.496, "total_charge": 1, "de_lowest_kcal_mol": 58.54, "max_force_ha_per_bohr": 0.010}

No. 3
{"formula": "C35H52AlAsP3Se", "method": "ωB97M-V with the def2-TZVPD basis set", "species": ["Al", "P", "P", "P", "H", "C", "C", "H", "C", "C", "C", "C", "C", "C", "C", "C", "C", "H", "H", "H", "H", "H", "H", "H", "H", "H", "H", "H", "H", "H", "H", "H", "H", "H", "H", "H", "H", "H", "H", "H", "H", "H", "H", "H", "H", "H", "C", "C", "C", "C", "C", "C", "Se", "H", "H", "H", "H", "H", "H", "C", "C", "C", "C", "C", "C", "As", "C", "C", "C", "C", "C", "C", "C", "C", "C", "C", "C", "C", "H", "H", "H", "H", "H", "H", "H", "H", "H", "H", "H", "H", "H", "H", "H"], "coordinates": [[0.0491, 0.6639, -1.1793], [0.3806, 2.6402, 0.6075], [-2.3419, 1.2997, -0.8821], [2.4928, 0.5739, -1.2365], [-1.4304, -2.7725, -6.8625], [-0.7741, -3.5037, -6.3884], [-0.5407, -3.5393, -5.0439], [-1.0541, -2.9512, -4.2414], [0.5735, 4.3139, -0.1631], [-0.8596, 3.0690, 1.8916], [1.8738, 2.5807, 1.6662], [-3.2470, 0.4579, -2.2229], [-3.2892, 0.7267, 0.5567], [-2.9969, 3.0008, -1.1426], [3.0124, -0.4958, -2.6078], [3.5024, -0.0764, 0.1334], [3.3397, 2.1168, -1.7085], [-0.3562, -4.2345, -7.1185], [0.1931, -4.2473, -4.6237], [0.7404, 5.0499, 0.6367], [-0.3314, 4.5824, -0.7277], [1.4374, 4.3015, -0.8398], [-0.5761, 4.0372, 2.3352], [-0.8733, 2.2981, 2.6776], [-1.8690, 3.1759, 1.4761], [1.7636, 3.3065, 2.4854], [2.7622, 2.8499, 1.0832], [1.9974, 1.5775, 2.0952], [-4.2668, 0.8619, -2.2269], [-3.2990, -0.6239, -2.0398], [-2.8019, 0.6366, -3.2081], [-4.3299, 1.0315, 0.3867], [-2.9157, 1.1964, 1.4708], [-3.2308, -0.3657, 0.6449], [-4.0846, 2.8763, -1.1865], [-2.6326, 3.4416, -2.0799], [-2.7578, 3.6535, -0.2995], [4.1133, -0.5100, -2.5843], [2.6686, -0.1051, -3.5756], [2.6276, -1.5112, -2.4425], [4.4997, -0.2767, -0.2751], [3.0772, -1.0130, 0.5148], [3.5992, 0.6443, 0.9508], [4.2991, 1.8047, -2.1524], [3.5522, 2.7657, -0.8454], [2.7684, 2.6875, -2.4598], [0.2900, 1.7684, -4.5093], [-0.0497, 0.4036, -4.5829], [0.1837, -0.3048, -5.7572], [0.8080, 0.3278, -6.8341], [1.1199, 1.6830, -6.7828], [0.8772, 2.4196, -5.6266], [-0.0802, 2.6163, -2.8887], [-0.1305, -0.9464, -1.4619], [-0.4966, -0.0647, -3.6958], [-0.1249, -1.3463, -5.8153], [1.0723, -0.2187, -7.7299], [1.5674, 2.1308, -7.6678], [1.1462, 3.4743, -5.5671], [-2.1540, 1.1348, 6.2047], [-0.8223, 1.4403, 5.9221], [-0.1927, 0.9646, 4.7630], [-0.8977, 0.0696, 3.9261], [-2.2722, -0.1592, 4.1488], [-2.8873, 0.3795, 5.2872], [-0.0644, -0.6652, 2.2787], [1.4991, -1.7097, 2.8868], [1.7498, -2.9562, 2.2768], [2.9049, -3.6769, 2.6049], [3.8315, -3.1627, 3.5181], [3.5879, -1.9164, 4.1092], [2.4327, -1.1729, 3.8005], [-1.2153, -2.2621, 2.1788], [-1.3684, -3.0110, 3.3509], [-2.2111, -4.1300, 3.3561], [-2.9021, -4.4891, 2.1880], [-2.6877, -3.7691, 1.0039], [-1.8495, -2.6454, 0.9865], [-2.6159, 1.4574, 7.1424], [-0.2564, 2.0068, 6.6591], [0.8344, 1.2950, 4.5623], [-2.8678, -0.7838, 3.4647], [-3.9324, 0.1622, 5.5087], [1.0329, -3.3776, 1.5573], [3.0829, -4.6581, 2.1694], [4.7262, -3.7273, 3.7941], [4.2823, -1.5148, 4.8562], [2.2837, -0.1934, 4.2872], [-0.8613, -2.7128, 4.2727], [-2.3441, -4.7126, 4.2702], [-3.6262, -5.3139, 2.1869], [-3.1851, -4.0621, 0.0760], [-1.6817, -2.0670, 0.0724]], "homo_ev": [-15.842, -15.842], "total_charge": 3, "de_lowest_kcal_mol": 0.00, "max_force_ha_per_bohr": 0.065}

No. 4
{"formula": "C35H52AsP3STi", "method": "ωB97M-V with the def2-TZVPD basis set", "species": ["Ti", "P", "P", "P", "H", "C", "C", "H", "C", "C", "C", "C", "C", "C", "C", "C", "C", "H", "H", "H", "H", "H", "H", "H", "H", "H", "H", "H", "H", "H", "H", "H", "H", "H", "H", "H", "H", "H", "H", "H", "H", "H", "H", "H", "H", "H", "C", "C", "C", "C", "C", "C", "S", "H", "H", "H", "H", "H", "H", "C", "C", "C", "C", "C", "C", "As", "C", "C", "C", "C", "C", "C", "C", "C", "C", "C", "C", "C", "H", "H", "H", "H", "H", "H", "H", "H", "H", "H", "H", "H", "H", "H", "H"], "coordinates": [[-0.3626, 0.1141, -0.6037], [-1.0781, -2.4967, -0.8249], [2.4977, -0.8105, -2.1942], [-2.7005, 0.7304, -0.7554], [1.4560, 4.5263, -5.2897], [0.8216, 5.1309, -4.6282], [1.1807, 5.6733, -3.4590], [1.9693, 5.3163, -2.7919], [-1.4407, -2.9053, -2.5688], [-0.0948, -3.9591, -0.3043], [-2.6416, -2.9466, 0.0223], [3.9178, 0.2003, -2.5965], [2.8660, -1.9130, -0.8484], [2.1327, -1.7975, -3.6608], [-3.0225, 2.5063, -1.0559], [-3.6277, 0.4374, 0.8032], [-3.7495, -0.0896, -2.0235], [-0.1521, 5.3816, -5.0543], [0.7465, 6.6227, -3.1655], [-1.7735, -3.9423, -2.6903], [-0.5486, -2.7753, -3.1885], [-2.2343, -2.2633, -2.9587], [-0.7504, -4.8348, -0.2031], [0.3714, -3.7950, 0.6737], [0.6796, -4.2299, -1.0290], [-2.8451, -4.0119, -0.1360], [-3.4911, -2.3805, -0.3607], [-2.5543, -2.7658, 1.0980], [4.6783, -0.3883, -3.1271], [4.2950, 0.6788, -1.6892], [3.6026, 1.0037, -3.2573], [3.7049, -2.5540, -1.1216], [2.0184, -2.5560, -0.6064], [3.1021, -1.3342, 0.0423], [3.0758, -2.1110, -4.1452], [1.5666, -1.2032, -4.3923], [1.5447, -2.6878, -3.3854], [-4.1012, 2.6106, -1.2451], [-2.4568, 2.8598, -1.9283], [-2.7240, 3.0816, -0.1653], [-4.6152, 0.9172, 0.7220], [-3.0845, 0.9015, 1.6398], [-3.7807, -0.6289, 1.0230], [-4.6714, 0.4959, -2.1601], [-4.0151, -1.1234, -1.7607], [-3.2168, -0.1122, -2.9837], [0.8027, 2.4647, -2.4189], [-0.2091, 2.0697, -3.3055], [0.1321, 1.8416, -4.6487], [1.4666, 1.9101, -5.0848], [2.4269, 2.4764, -4.2323], [2.0585, 2.8684, -2.9431], [0.6980, 2.4022, -0.6789], [1.4286, 0.1069, -1.6528], [-1.2284, 1.9158, -2.9264], [-0.6713, 1.5972, -5.3432], [1.7836, 1.6056, -6.1048], [3.4400, 2.6198, -4.6370], [2.6887, 3.5008, -2.3020], [-1.9837, -3.9261, 4.2344], [-2.7156, -2.7810, 3.8961], [-2.0997, -1.7138, 3.2300], [-0.7529, -1.8229, 2.8452], [-0.0174, -2.9652, 3.1763], [-0.6346, -4.0004, 3.8859], [0.0556, -0.2929, 1.8101], [-0.7159, 1.0767, 3.0050], [-1.0117, 2.3574, 2.5141], [-1.6903, 3.2734, 3.3280], [-1.9787, 2.9415, 4.6563], [-1.5231, 1.7320, 5.1992], [-0.8724, 0.8045, 4.3731], [1.8327, -0.3147, 2.7436], [2.2229, 0.7289, 3.5957], [3.4341, 0.6250, 4.3004], [4.2807, -0.4731, 4.1064], [3.9272, -1.4607, 3.1798], [2.6895, -1.4032, 2.5220], [-2.4518, -4.7532, 4.7791], [-3.7749, -2.7365, 4.1591], [-2.6770, -0.7992, 3.0488], [1.0374, -3.0463, 2.9172], [-0.0419, -4.8736, 4.1528], [-0.6932, 2.6084, 1.4942], [-1.9694, 4.2453, 2.9100], [-2.5518, 3.6499, 5.2547], [-1.6559, 1.5210, 6.2648], [-0.5129, -0.1367, 4.8045], [1.5883, 1.6171, 3.7263], [3.7131, 1.4074, 5.0093], [5.2174, -0.5429, 4.6665], [4.6203, -2.2804, 2.9780], [2.3942, -2.2179, 1.8463]], "spin_multiplicity": 2, "homo_ev": [-15.473, -15.475], "total_charge": 3, "max_force_ha_per_bohr": 0.092}